(1)
17
Properties=species:S:1:pos:R:3:forces:R:3 method="wB97M-V/def2-TZVPD" e_tot_ev=-9337.502 gap_ev=9.481 relative_energy_ev=1.486 spin_multiplicity=1 fmax_ha_per_bohr=0.0299 charge=0
C 2.2425 0.2663 -0.5803 0.2 -0.4 -0.4
N 1.0664 -0.0418 0.2162 1.1 0.2 0.2
C -0.2295 -0.0285 -0.3862 -1.4 0.5 -0.1
C -0.9876 -1.3742 -0.4476 1.5 0.3 0.4
C -1.0181 1.0970 0.3413 0.8 -0.5 1.0
N -1.9711 0.7257 1.3008 0.2 0.8 -0.4
O -0.6851 2.2497 0.2040 -0.5 0.2 -0.6
H 2.7573 -0.6415 -0.9386 -0.1 0.1 0.0
H 2.9917 0.8516 -0.0411 -0.2 0.1 0.1
H 1.9640 0.8180 -1.4760 -0.1 0.2 0.1
H 1.2697 -0.7978 0.8498 -0.4 -0.1 0.0
H -0.1983 0.3860 -1.3977 0.5 -0.2 0.0
H -0.2530 -2.1628 -0.2755 0.0 -0.2 -0.2
H -1.7004 -1.4500 0.3621 -0.5 -0.1 -0.3
H -1.3703 -1.4858 -1.4520 -0.6 -0.3 0.1
H -2.2197 1.5843 1.7853 -0.1 -0.3 0.2
H -1.6584 0.0037 1.9354 -0.2 -0.1 -0.1


(2)
17
Properties=species:S:1:pos:R:3:forces:R:3 method="wB97M-V/def2-TZVPD" e_tot_ev=-9337.445 gap_ev=10.437 relative_energy_ev=1.543 spin_multiplicity=1 fmax_ha_per_bohr=0.0285 charge=0
N 1.3925 0.7584 1.8242 -0.7 -0.4 0.3
C 1.2770 -0.4433 0.9700 0.5 0.6 -0.3
C 0.9668 -0.0326 -0.4686 0.0 -0.1 0.1
C -0.3665 0.6615 -0.6592 0.2 1.3 -0.6
N -1.4893 -0.2322 -0.4314 -0.2 -0.9 0.4
C -2.5398 -0.4044 -1.3092 0.2 0.8 -0.2
O -2.8446 -1.4488 -1.8206 -0.3 -0.5 0.3
H 2.3292 0.8623 2.1556 0.7 0.2 -0.1
H 0.8714 0.6045 2.6807 -0.2 0.2 -0.1
H 0.5208 -1.1010 1.3936 0.1 -0.3 -0.1
H 2.2513 -0.9373 0.9281 -0.2 -0.4 0.2
H 1.0006 -0.8601 -1.1743 -0.1 -0.5 0.2
H 1.7976 0.5842 -0.8116 -0.2 0.5 0.1
H -0.4489 1.5776 -0.0701 0.1 -0.2 0.4
H -0.3460 1.0330 -1.6908 -0.4 -0.2 -0.1
H -1.2317 -1.1291 -0.0407 0.3 -0.1 -0.2
H -3.1405 0.5074 -1.4759 0.3 0.1 -0.2


(3)
17
Properties=species:S:1:pos:R:3:forces:R:3 method="wB97M-V/def2-TZVPD" e_tot_ev=-9335.129 gap_ev=8.230 relative_energy_ev=3.858 spin_multiplicity=1 fmax_ha_per_bohr=0.0677 charge=0
C 1.6088 1.3262 -0.2487 0.0 -0.1 -0.1
N 0.9872 -1.4319 0.6459 0.2 0.0 0.3
C 0.0105 -0.3789 0.8331 -1.3 -0.9 -2.1
C 0.3913 0.9894 0.5493 -1.5 1.6 -1.4
H 0.5486 -2.3462 0.6990 0.0 0.2 0.0
H 1.4512 -1.3821 -0.2565 -0.1 0.1 0.1
H -0.5901 -0.5195 1.7287 0.1 0.0 0.0
H 0.0550 1.7570 1.2358 0.2 0.0 0.1
H 1.6748 0.7149 -1.1530 0.0 0.0 0.1
H 2.5056 1.1215 0.3480 -0.1 0.0 0.0
H 1.6099 2.3737 -0.5482 0.0 -0.1 0.1
N -2.3115 -0.7301 -0.5969 -0.5 0.2 -0.6
C -1.0622 -0.1200 -0.6205 1.3 -2.0 2.6
O -1.0898 1.2257 -0.5744 1.7 0.8 1.1
H -2.3718 -1.7378 -0.6281 0.1 0.3 -0.1
H -3.0207 -0.2597 -0.0538 0.2 -0.1 0.1
H -0.3968 -0.6022 -1.3594 -0.2 0.0 -0.2


(4)
17
Properties=species:S:1:pos:R:3:forces:R:3 method="wB97M-V/def2-TZVPD" e_tot_ev=-9328.788 gap_ev=3.969 relative_energy_ev=10.199 spin_multiplicity=1 fmax_ha_per_bohr=0.0319 charge=0
C -2.1157 0.2223 0.1498 -0.3 0.3 -0.7
N -1.7208 0.8234 -0.9643 -0.5 -0.3 0.4
C -0.3707 1.2067 -0.9019 0.9 -0.4 -0.6
C 0.6868 -1.2575 1.2860 0.5 -0.2 -0.1
C 1.2517 -1.4245 0.0691 -0.5 -1.0 1.2
N 2.9916 0.2549 -0.7488 -1.0 0.4 -0.6
O -1.4221 0.0378 1.1699 0.5 -0.1 0.8
H -3.1162 -0.2096 0.1169 -0.3 0.0 0.0
H 0.0407 1.3232 -1.9015 0.0 0.4 -0.1
H -0.1439 2.0799 -0.2782 -0.1 0.0 0.1
H 0.2160 0.3785 -0.4445 -0.1 0.4 -0.1
H -0.2647 -1.6321 1.6166 0.0 -0.4 0.0
H 1.3172 -0.7994 2.0474 -0.3 0.5 0.0
H 1.2501 -2.3765 -0.4629 -0.2 0.3 -0.3
H 2.0532 -0.5774 -0.2925 1.1 1.0 -0.7
H 3.6964 -0.1270 -1.3659 0.2 -0.4 0.4
H 3.3562 1.0435 -0.2212 0.1 -0.5 0.5


(5)
17
Properties=species:S:1:pos:R:3:forces:R:3 method="wB97M-V/def2-TZVPD" e_tot_ev=-9335.727 gap_ev=9.656 relative_energy_ev=3.261 spin_multiplicity=1 fmax_ha_per_bohr=0.0806 charge=0
C 1.2827 -0.2334 -0.3972 0.4 -0.2 2.4
C 1.4439 -0.2121 0.9785 -0.3 0.4 -3.3
N 2.4921 -0.7725 1.6756 1.5 -3.3 0.0
C 2.8445 -2.0005 1.3786 -2.4 3.4 -0.2
H 2.0038 -0.8225 -0.9957 -0.5 0.6 0.3
H 0.4752 0.3406 -0.8631 0.4 -0.4 0.1
H 0.8319 0.3753 1.6342 -0.6 0.3 0.0
H 3.5566 -2.4830 1.9694 1.3 -0.6 0.6
H 2.2968 -2.5135 0.5872 0.1 -0.3 0.1
N -2.5545 -0.0930 -0.4717 0.6 0.5 -1.2
C -2.4116 1.3445 -0.5963 -0.4 0.4 -0.2
O -1.2101 1.7287 -1.2803 0.3 0.0 -0.2
H -2.4571 -0.4677 -1.4356 -0.3 0.2 0.8
H -1.7604 -0.4899 0.0292 -0.1 0.2 0.1
H -3.2481 1.7563 -1.1974 0.1 -0.4 0.5
H -2.3859 1.8491 0.3751 -0.3 -0.4 0.1
H -1.1999 2.6936 -1.3905 0.0 -0.5 0.1


(6)
17
Properties=species:S:1:pos:R:3:forces:R:3 method="wB97M-V/def2-TZVPD" e_tot_ev=-9336.523 gap_ev=10.094 relative_energy_ev=2.464 spin_multiplicity=1 fmax_ha_per_bohr=0.0680 charge=0
N -1.5794 -0.1818 -1.9413 -0.2 0.5 0.0
C -0.9538 -0.5120 -0.6524 0.7 0.5 -1.5
C 0.4919 0.0862 -0.4111 -1.7 1.3 2.7
N 1.1879 0.1082 -1.6519 0.5 -2.5 -1.0
C 0.9597 -0.5398 0.9502 -1.0 -1.4 -1.6
C 0.2100 0.0926 2.1181 2.9 -0.1 0.9
O -0.3925 1.1216 2.1461 -0.7 0.1 -0.4
H -1.6738 0.8205 -2.0648 -0.2 0.1 0.4
H -0.9824 -0.4114 -2.7253 0.2 -0.4 0.2
H -1.6555 -0.2238 0.1341 0.3 -0.2 0.1
H -0.8461 -1.6017 -0.7079 0.0 0.0 0.5
H 0.4071 1.1213 -0.0353 -0.4 0.0 -0.7
H 1.0904 -0.8763 -1.9412 0.1 0.4 -0.7
H 2.1964 0.2022 -1.7053 0.0 0.6 0.9
H 0.6330 -1.6034 1.0896 0.2 0.4 -0.5
H 2.0492 -0.6302 0.9514 0.0 0.6 0.9
H 0.4786 -0.4503 3.0637 -0.7 0.1 -0.1


(7)
17
Properties=species:S:1:pos:R:3:forces:R:3 method="wB97M-V/def2-TZVPD" e_tot_ev=-9336.865 gap_ev=9.814 relative_energy_ev=2.122 spin_multiplicity=1 fmax_ha_per_bohr=0.0609 charge=0
C 1.2297 0.7100 -1.5343 -1.1 1.5 0.1
N -0.1019 0.1063 -1.5270 0.8 -0.4 1.1
C -0.5151 -0.3831 -0.1786 0.3 -2.3 -1.5
C 0.3325 -1.5632 0.5052 -0.2 2.4 -1.9
C -1.0039 0.7288 0.6750 -1.7 0.8 2.2
N -0.9410 0.5955 2.0791 0.1 -1.0 -1.7
O -1.6251 1.6710 0.2349 0.8 0.4 -0.8
H 1.4423 1.2025 -2.4875 0.3 -1.1 -0.5
H 1.8759 -0.0926 -1.2002 0.7 0.4 -0.3
H 1.3327 1.6400 -0.9329 -0.1 -0.7 0.8
H -0.8678 0.7245 -1.7353 0.2 0.6 -0.5
H -1.3351 -0.9974 -0.5671 -0.8 0.5 0.8
H 0.9156 -1.1987 1.3405 -0.1 -0.4 0.4
H -0.4190 -2.3245 0.6557 0.5 -0.5 0.6
H 1.0377 -1.8171 -0.2854 0.0 -0.7 0.2
H -0.5726 1.3540 2.6112 -0.1 0.2 0.4
H -0.7847 -0.3558 2.3468 0.6 0.1 0.7


(8)
18
Properties=species:S:1:pos:R:3:forces:R:3 method="wB97M-V/def2-TZVPD" e_tot_ev=-11384.768 gap_ev=10.027 relative_energy_ev=2.135 spin_multiplicity=1 fmax_ha_per_bohr=0.0959 charge=0
C 1.8278 -0.9992 -0.1101 -1.5 -0.3 1.4
C 0.4417 -0.3464 -0.3791 0.2 -2.2 -4.4
C -0.5769 -0.6663 0.6703 -1.9 0.9 -0.9
N -1.3086 -1.9293 0.4177 1.7 0.5 0.6
N 0.5256 1.1077 -0.7141 -0.2 0.8 1.0
C -0.6696 1.9011 -0.6621 0.5 0.9 1.3
O -1.7819 1.7743 -1.1403 2.1 -0.5 0.3
O -0.3821 2.9892 0.2002 2.1 -2.9 -0.8
H 1.6399 -2.1011 0.2011 0.4 1.8 -0.9
H 2.2823 -0.5151 0.7806 0.2 -0.2 -0.6
H 2.3954 -0.8852 -1.0225 0.6 -0.3 0.1
H 0.1366 -0.9834 -1.4247 0.3 2.0 2.7
H -0.0478 -0.5515 1.5989 -0.2 -0.5 0.9
H -1.3558 0.1361 0.5967 0.8 -0.4 0.5
H -1.3303 -2.5284 1.2485 -0.8 0.4 -0.8
H -2.1524 -1.6815 -0.0898 -0.1 -0.8 0.7
H 1.3556 1.6143 -0.2799 -1.8 -0.9 -0.6
H -0.9994 3.6647 0.1088 -2.1 1.7 -0.5


(9)
18
Properties=species:S:1:pos:R:3:forces:R:3 method="wB97M-V/def2-TZVPD" e_tot_ev=-11383.811 gap_ev=10.021 relative_energy_ev=3.092 spin_multiplicity=1 fmax_ha_per_bohr=0.0706 charge=0
N -1.8919 -1.1218 0.9328 1.5 -0.9 -2.0
C -1.6706 0.3226 1.0510 2.5 -1.2 0.7
C -0.6026 0.7745 -0.0198 -1.1 -0.4 -0.4
C 0.7972 0.0707 0.1355 -0.6 3.2 -0.2
N 1.1474 -1.2932 -0.0270 -0.9 -0.7 0.9
C 1.6956 0.8532 -0.8984 1.8 -1.5 -1.4
O 2.6530 1.5366 -0.6847 -1.1 0.1 0.1
O 1.5140 0.3597 -2.3240 2.2 2.1 1.5
H -1.0326 -1.7224 0.8134 -1.6 1.4 0.6
H -2.4588 -1.5700 1.6029 -0.7 -0.1 0.9
H -2.5211 0.8971 0.7944 -1.3 0.3 0.2
H -1.3570 0.4740 2.1367 -0.1 0.8 -1.4
H -1.0729 0.6947 -1.0601 0.7 -0.1 1.3
H -0.3808 1.8689 0.1480 -0.2 -1.1 -0.1
H 0.9080 0.3069 1.2162 1.3 0.5 -0.7
H 1.6144 -1.3988 -0.8772 0.8 -0.5 -1.6
H 0.3160 -1.8330 -0.0941 -0.4 -0.8 -0.3
H 2.3425 0.7801 -2.8455 -2.8 -1.2 2.0


(10)
18
Properties=species:S:1:pos:R:3:forces:R:3 method="wB97M-V/def2-TZVPD" e_tot_ev=-11384.443 gap_ev=9.016 relative_energy_ev=2.460 spin_multiplicity=1 fmax_ha_per_bohr=0.0438 charge=0
N 3.1918 0.8376 1.0399 0.0 -0.6 0.6
C 1.9935 0.2788 0.4639 -0.5 1.0 -0.3
C 0.7564 1.0336 1.0256 -0.4 -1.7 -0.9
N -0.4065 0.1297 1.0799 0.3 1.2 0.0
C -1.4875 0.3455 0.1515 -1.4 -1.1 1.3
C -1.5063 -0.5795 -1.0524 0.6 0.8 -0.7
O -0.9746 -0.3029 -2.0918 0.2 -0.4 -0.1
O -2.2264 -1.6869 -0.8296 -1.0 -0.2 1.6
H 3.3677 1.8139 0.8948 0.1 -0.1 -0.2
H 4.0013 0.2543 1.1435 0.1 0.1 -0.3
H 1.8737 -0.7940 0.6029 0.4 0.0 0.7
H 1.9294 0.3574 -0.6265 0.2 0.2 -0.2
H 0.9698 1.4633 2.0006 0.1 0.0 0.1
H 0.4778 1.7939 0.2993 0.1 0.4 0.3
H -0.2042 -0.8154 1.3380 0.0 -0.3 0.0
H -1.5662 1.3708 -0.1195 0.6 0.8 -0.7
H -2.4329 0.2144 0.6996 0.0 -0.4 -0.2
H -2.0174 -2.5801 -1.0998 0.6 0.2 -1.0